Record 1
A single C4H8O2 molecule. Source: the Open Molecules 2025 dataset; level of theory: ωB97M-V/def2-TZVPD.

Geometry as XYZ:
```
14
Properties=species:S:1:pos:R:3
C -2.02192 -0.38141 0.41838
C -0.55988 -0.52985 -0.03208
O -0.29153 0.70901 -0.64690
C 1.10438 0.99466 -0.61595
C 1.68141 -0.11758 0.28148
O 0.47969 -0.69571 0.91981
H -2.43459 -1.29699 0.84405
H -2.61219 -0.13684 -0.48238
H -2.15047 0.45609 1.11203
H -0.50203 -1.39122 -0.73303
H 1.47265 0.99739 -1.65245
H 1.24792 1.99976 -0.19288
H 2.32125 0.23851 1.09680
H 2.26528 -0.84580 -0.31689
```

The max |F| comes out at 0.88 eV/A. For the energy above the lowest of the compared OMol25 structures with the same formula, charge and spin, the calculation gives 1.474 eV. The HOMO energy is -0.3628 hartree. The HOMO-LUMO gap is 0.403 Eh. Its total charge is 0.

---

Record 2
7 unconnected molecules or ions with the total composition C47H55F50N2O10P2. Source: the Open Molecules 2025 dataset; level of theory: ωB97M-V/def2-TZVPD.

Geometry as XYZ:
```
166
Properties=species:S:1:pos:R:3
C -0.71108 -1.65126 -0.24931
C -0.44743 -3.15148 -0.21611
O -0.79895 -3.71986 1.03587
C 0.25217 -3.70290 1.97026
C -0.30771 -4.08815 3.32309
O -1.25018 -3.12468 3.75686
C -0.90477 -2.38349 4.89585
C 0.08040 -1.31776 4.44672
C -0.44166 -0.36931 3.51974
C -1.90231 -0.36888 3.13144
C -2.78131 0.33958 4.15436
F -2.02544 0.29216 1.92051
N 0.30135 0.53253 2.94848
N 1.61469 0.53321 3.19209
P 2.53600 1.83067 2.24541
C 1.69081 1.63518 0.65311
C 2.25457 0.48227 -0.17726
C 1.64164 3.26243 2.92412
C 2.02537 3.61948 4.35898
C 2.21749 -0.31076 4.02098
C 3.71651 -0.25594 4.12361
C 4.22351 0.81242 5.09744
F 5.00274 1.73907 4.46544
C 1.43276 -1.24903 4.75278
P 2.20199 -2.48399 5.94929
O 1.12453 -2.42383 7.16895
O 3.41821 -1.63671 6.62562
H 0.12319 -1.07538 0.15161
H -0.89921 -1.30977 -1.26628
H -1.60426 -1.44201 0.33749
H -1.04349 -3.65237 -0.97784
H 0.60069 -3.37161 -0.43941
H 0.66679 -2.68599 2.03705
H 1.04834 -4.39104 1.67103
H 0.50661 -4.21595 4.04344
H -0.82509 -5.04612 3.24611
H -1.82710 -1.91525 5.23201
H -0.52466 -3.01493 5.68859
H -2.22011 -1.38962 2.94167
H -3.74129 -0.15393 4.25364
H -2.31447 0.45637 5.13048
H -2.96318 1.34262 3.76773
H 1.87564 2.59079 0.15091
H 0.61088 1.56581 0.78284
H 1.76187 0.46282 -1.14775
H 2.06109 -0.48152 0.29486
H 3.32011 0.61269 -0.34945
H 1.89450 4.08582 2.25302
H 0.56357 3.10389 2.84480
H 3.08938 3.83300 4.45337
H 1.48950 4.51871 4.66104
H 1.73655 2.83751 5.06305
H 4.05812 -1.22920 4.45773
H 4.16767 -0.11351 3.14215
H 4.80110 0.34025 5.88958
H 3.38040 1.31257 5.58207
H 0.95832 -1.53965 7.51862
H 3.13909 -0.92485 7.21346
C -0.04946 3.76138 -5.27357
C 0.36053 3.59657 -6.74591
C 0.26338 2.20627 -7.37861
F 1.08112 1.32858 -6.75851
F 0.66531 2.29297 -8.66728
F 1.60183 4.09560 -6.94261
F -0.51615 4.36027 -7.45274
O 0.98078 3.78322 -4.29488
C 1.46663 2.63869 -3.74443
C 2.96565 2.45546 -4.01210
F 3.20021 2.40807 -5.33249
F 3.34655 1.27874 -3.45802
F 0.76732 1.55085 -4.09808
F 1.34448 2.75493 -2.39353
H -0.47891 4.76114 -5.21813
H -0.84430 3.06541 -5.00655
H -0.76175 1.82960 -7.33970
H 3.52957 3.27380 -3.56523
C 5.18562 2.33791 8.60488
C 5.89430 3.32628 9.54225
C 6.51795 2.78022 10.83170
F 5.56927 2.23986 11.62092
F 7.09216 3.80415 11.48879
F 5.06932 4.35125 9.82732
F 6.94299 3.81181 8.82159
O 3.76477 2.25626 8.66390
C 3.10745 1.43372 9.51783
C 2.20606 2.20336 10.49274
F 2.94307 3.05421 11.21681
F 1.62349 1.30745 11.31318
F 3.91632 0.58235 10.15235
F 2.25087 0.65338 8.76799
H 5.37544 2.72689 7.60551
H 5.64551 1.35037 8.65253
H 7.27773 2.02761 10.60417
H 1.44056 2.75328 9.94135
C -5.42979 -2.00317 0.99754
C -5.69127 -2.25388 2.48822
C -6.11464 -3.66086 2.91666
F -7.28876 -3.99851 2.35353
F -6.26265 -3.66642 4.26237
F -6.54237 -1.33448 2.98137
F -4.47293 -2.06881 3.10231
O -6.46460 -1.39518 0.25947
C -7.43182 -2.12630 -0.36440
C -8.82572 -1.80848 0.19108
F -8.86618 -2.05773 1.51335
F -9.72101 -2.60338 -0.42861
F -7.17609 -3.44259 -0.32577
F -7.44772 -1.75282 -1.66294
H -4.62403 -1.26838 0.98261
H -5.05536 -2.90311 0.51087
H -5.35012 -4.38871 2.63878
H -9.07019 -0.76106 0.00716
C 0.47005 -2.12252 -10.06041
C 0.67095 -1.64928 -11.50740
C 0.43831 -0.16351 -11.81306
F -0.84712 0.17690 -11.59715
F 0.71316 0.05461 -13.11680
F -0.05120 -2.40137 -12.35999
F 1.99164 -1.86302 -11.76766
O -0.77807 -2.69376 -9.69872
C -1.80768 -1.90405 -9.26644
C -3.04889 -2.03901 -10.15695
F -2.76079 -1.72500 -11.42838
F -3.99098 -1.18563 -9.69795
F -1.41652 -0.62449 -9.13153
F -2.18409 -2.34186 -8.04319
H 1.18227 -2.93633 -9.94047
H 0.76065 -1.33908 -9.36177
H 1.08977 0.47064 -11.20565
H -3.42329 -3.06294 -10.10909
C 5.18482 7.87848 -5.21705
C 4.85793 9.01713 -6.19250
C 4.27838 10.31036 -5.61079
F 3.09484 10.07279 -5.01016
F 4.07912 11.18220 -6.61969
F 4.06848 8.56494 -7.18457
F 6.05450 9.38735 -6.73426
O 4.23046 6.83979 -5.10321
C 3.20270 6.87739 -4.22166
C 1.84712 6.86285 -4.93982
F 1.74816 7.92651 -5.75471
F 0.86360 6.94093 -4.00997
F 3.28965 7.90040 -3.36002
F 3.26067 5.73488 -3.48051
H 6.05525 7.39008 -5.65129
H 5.48342 8.26458 -4.24215
H 4.97156 10.75097 -4.88934
H 1.73623 5.95026 -5.51860
C -4.96058 -7.94087 -1.22177
C -4.80503 -9.37260 -0.69380
C -5.70945 -9.80851 0.46289
F -5.47773 -9.04937 1.55385
F -5.42636 -11.09112 0.76692
F -3.51548 -9.61172 -0.38168
F -5.14973 -10.18560 -1.73260
O -4.02798 -6.98633 -0.74588
C -4.23133 -6.26851 0.38016
C -3.15185 -6.53143 1.43806
F -3.12048 -7.82753 1.78462
F -3.47049 -5.79770 2.53507
F -5.46131 -6.42414 0.89099
F -4.10345 -4.94774 0.05706
H -4.74456 -8.01505 -2.28583
H -5.98749 -7.58834 -1.12447
H -6.76224 -9.73071 0.17970
H -2.17433 -6.22411 1.06661
```

The max |F| comes out at 0.73 eV/A. The HOMO energy is -0.4605 hartree. The HOMO-LUMO gap is 0.303 Eh. Its total charge is +1.

---

> HOMO-LUMO gap of number 1 (C4H8O2)?

0.403 Eh

---

> The lowest max |F| belongs to which entry?

C47H55F50N2O10P2

---

> Number 1 is which compound?

C4H8O2

---

> HOMO-LUMO gap of number 1 (C4H8O2)?

0.403 Eh